(1)
Computed, not measured: C4H4O2 in the gas phase in a non-equilibrium geometry, with ωB97M-V with the def2-TZVPD basis set.

Output
LUMO level ... 0.0271 Eh
Orbital gap ... 10.433 eV
Highest occupied orbital energy ... -9.70 eV

```
! RIJCOSX wB97M-V def2-TZVPD def2/J DEFGRID3
* xyz 0 1
O -0.80070 -0.62591 -0.08944
O -2.53435 0.80135 0.29141
C 1.49588 -0.16403 0.27099
C -2.11005 -0.27899 -0.01177
C 0.18843 0.37670 0.22966
C 2.58098 -0.63314 -0.00909
H 0.84603 1.06276 -0.50970
H -0.24598 1.11619 0.88609
H -2.74142 -1.14297 -0.28893
H 3.32117 -0.51195 -0.76924
*
```

---

(2)
Computed, not measured: a molecular structure, C44H51GeN6ORhSSi2, with ωB97M-V with the def2-TZVPD basis set.

Output
LUMO level (alpha / beta) ... -0.0692 / -0.1803 Eh
Orbital gap (alpha / beta) ... 6.977 / 5.810 eV
Highest occupied orbital energy (alpha / beta) ... -8.86 / -10.72 eV

```
! RIJCOSX wB97M-V def2-TZVPD def2/J DEFGRID3
* xyz 1 6
Rh 0.43785 -0.27684 0.15216
Ge -1.76192 1.39481 -0.68237
S 2.75868 -0.24572 -4.04753
Si 1.50740 2.78525 1.77629
Si -0.56342 -3.87486 -0.80882
O 0.92163 1.50803 0.93025
N 0.22748 -0.73090 -3.31554
N -0.83822 -2.21499 -0.14955
N 1.80803 -0.30189 -1.63975
N -1.37159 -0.91543 1.62243
N 2.14076 -2.30066 3.61498
N 1.77146 -1.42998 1.61396
C 2.56067 3.83641 0.65715
C -1.91001 4.25860 -0.16821
C 0.77933 -3.80793 -2.07977
C 3.85277 0.10644 -2.73748
C -1.73480 -1.96790 0.82663
C -2.28662 2.99548 0.28997
C 0.17814 3.87790 2.48870
C 2.58539 2.21061 3.19894
C -3.06579 2.91208 1.44732
C 3.39057 -2.93300 0.36891
C -0.86748 1.98620 -2.30991
C 5.19410 0.60098 -0.39480
C 0.43237 2.49618 -2.24425
C -2.13071 -0.54196 2.62897
C -3.78836 -2.20721 2.04496
C -3.37645 -1.17316 2.86098
C -1.53016 1.93605 -3.53786
C 4.26684 -3.98341 0.54911
C -0.06225 -4.85806 0.68949
C 4.47575 -4.55784 1.81650
C 2.70264 -2.46648 1.48862
C -2.30378 5.40528 0.51299
C 3.82371 -4.08582 2.93770
C 2.94166 -3.02597 2.74130
C -2.95671 -2.63938 1.02300
C -5.84280 0.33509 -1.21180
C -4.55867 -1.47862 -2.12147
C 5.86884 0.67098 -1.61528
C 1.05545 2.96673 -3.39418
C -3.41729 0.44117 -1.14912
C 1.47154 -0.43492 -2.89690
C -3.07141 5.30593 1.66414
C 3.84820 0.28407 -0.33638
C -4.66819 1.00217 -0.87164
C 3.17360 0.02690 -1.52468
C -3.45766 4.05523 2.13138
C 0.38945 2.92014 -4.61379
C -0.90249 2.40987 -4.68549
C -5.79111 -0.90442 -1.83597
C 5.20217 0.42752 -2.80415
C -3.39124 -0.81164 -1.77218
C -2.07714 -4.59027 -1.61515
C 1.47717 -1.37619 2.88552
C -1.61767 0.54871 3.51824
H 0.95585 2.51810 -1.29383
H 1.37951 -4.72175 -2.00977
H 1.97746 4.19539 -0.19953
H -0.93296 -5.33008 1.15650
H 0.42407 -4.22008 1.43590
H 5.71745 0.48584 -3.75501
H 3.31330 0.25155 0.60468
H 0.36663 -3.74746 -3.09042
H -4.51042 -2.44351 -2.61371
H 0.64891 -5.64181 0.41054
H -4.06746 3.97433 3.02382
H 3.25909 -2.46802 -0.59939
H -4.73337 1.97622 -0.40229
H 6.92151 0.92119 -1.63571
H -1.42548 2.38878 -5.63415
H 3.41651 3.26927 0.27258
H 2.97359 3.06928 3.75809
H -2.44376 -1.29943 -1.98084
H 2.08588 -2.41321 4.61189
H -2.53948 1.54183 -3.59994
H 0.87493 3.28667 -5.51019
H -2.82416 -4.95218 -0.90438
H 3.99715 -4.51460 3.91755
H -3.37401 6.20112 2.19413
H -3.99718 -0.83449 3.68141
H -2.42432 1.18751 3.87741
H -0.03056 -0.53631 -4.26703
H -0.89266 1.15400 2.97700
H 4.82148 -4.36453 -0.29977
H -3.25359 -3.43402 0.35427
H -0.34588 4.42840 1.70058
H -2.00792 6.37895 0.14156
H 2.94347 4.71312 1.19236
H -4.74870 -2.68110 2.20336
H 0.63850 4.60396 3.16722
H 2.02622 1.58864 3.90756
H -1.75213 -5.44925 -2.21286
H 5.73128 0.80664 0.52311
H 3.44328 1.62669 2.83967
H 2.06201 3.36509 -3.33832
H -0.50155 -0.67619 -2.62528
H -6.80101 0.79220 -0.99499
H -3.39702 1.94103 1.80577
H 0.79110 -0.66657 3.32045
H 1.44717 -2.95742 -1.93381
H -1.30640 4.35511 -1.06362
H -0.57834 3.32524 3.05607
H -6.70597 -1.41731 -2.10733
H -2.55978 -3.87968 -2.29447
H -1.13638 0.11252 4.40062
H 5.17446 -5.37903 1.91599
*
```

---

(3)
Computed, not measured: C3H8O in the gas phase, with ωB97M-V with the def2-TZVPD basis set.

Output
LUMO level ... 0.0399 Eh
Orbital gap ... 11.358 eV
Highest occupied orbital energy ... -10.27 eV

```
! RIJCOSX wB97M-V def2-TZVPD def2/J DEFGRID3
* xyz 0 1
O 2.26419 0.03983 0.03389
C 0.94507 0.51975 0.20530
C -0.10159 -0.41507 -0.39099
C -1.52306 0.00426 -0.02990
H 0.08404 -1.43264 -0.01890
H -1.65670 0.01718 1.05879
H 0.91270 1.48809 -0.30511
H 2.32976 -0.79941 0.50905
H -1.75233 1.00831 -0.40472
H 0.72300 0.70747 1.27070
H -2.26199 -0.68508 -0.44922
H 0.03689 -0.45268 -1.47889
*
```

---

(4)
Computed, not measured: C4H8O3 in the gas phase, with ωB97M-V with the def2-TZVPD basis set.

Output
LUMO level ... 0.0324 Eh
Orbital gap ... 11.219 eV
Highest occupied orbital energy ... -10.34 eV

```
! RIJCOSX wB97M-V def2-TZVPD def2/J DEFGRID3
* xyz 0 1
O -1.41787 0.03341 -0.50812
O 0.71449 -1.25257 1.71572
O 0.00715 1.34648 0.63391
C -0.28954 0.26815 0.17074
C 1.97145 -0.70577 -0.27812
C -2.27919 1.16825 -0.66931
C 0.59833 -0.96573 0.33610
H 1.91531 -0.53996 -1.36064
H -3.18192 0.78794 -1.14919
H -2.51215 1.61579 0.30034
H 2.41398 0.18771 0.18066
H -1.79821 1.92033 -1.30073
H 2.62375 -1.55937 -0.06956
H 0.10564 -1.83051 -0.11588
H 1.12879 -0.47415 2.11407
*
```

---

(5)
Computed, not measured: a gas-phase ion, C3H3FIO2 (charge -1) in a non-equilibrium geometry, with ωB97M-V with the def2-TZVPD basis set.

Output
LUMO level ... 0.1024 Eh
Orbital gap ... 7.095 eV
Highest occupied orbital energy ... -4.31 eV

```
! RIJCOSX wB97M-V def2-TZVPD def2/J DEFGRID3
* xyz -1 1
I -3.07098 0.49524 0.19601
F -1.16920 -1.68339 -0.49295
O 2.52007 0.18231 0.77899
O 1.63710 0.13041 -1.31350
C -1.01199 -0.34008 -0.41766
C 0.04801 0.11005 0.55760
C 1.62681 0.20455 -0.10610
H 0.07066 1.14409 0.68080
H 0.14019 -0.42718 1.53114
H -0.79066 0.18400 -1.41434
*
```

---

(6)
Computed, not measured: a molecular structure, C30H27CrN3O4, with ωB97M-V with the def2-TZVPD basis set.

Output
LUMO level (alpha / beta) ... -0.1229 / -0.1246 Eh
Orbital gap (alpha / beta) ... 7.108 / 7.333 eV
Highest occupied orbital energy (alpha / beta) ... -10.45 / -10.72 eV

```
! RIJCOSX wB97M-V def2-TZVPD def2/J DEFGRID3
* xyz 1 4
Cr 0.25973 -0.40531 -0.70838
O -1.05422 0.42380 0.44302
O 0.65179 1.17220 -1.66821
O -0.90497 -1.23398 -1.88970
O 0.83178 0.13306 4.22283
N 2.29306 -0.78319 -0.60153
N -1.15120 1.47010 3.17761
N 0.33181 -2.14991 0.35895
C -2.74110 1.20756 -1.03204
C -4.16869 2.12656 1.18853
C -2.36858 1.57369 2.68892
C -3.59740 -4.33444 -1.35982
C -4.71721 2.22948 -0.05118
C 2.51062 2.59560 -4.40232
C 2.70560 2.00007 1.66241
C 2.77218 0.50042 -2.59314
C -2.84880 -2.36130 -2.54074
C -1.75764 -2.21938 -1.67085
C -3.97800 1.77864 -1.16674
C -2.16061 1.05475 0.24802
C 1.66070 2.69579 1.07766
C 3.62238 1.74423 -4.49385
C 1.62540 1.33974 -2.53281
C 0.36969 2.52026 1.55188
C -3.74846 -3.39117 -2.38301
C -2.52728 -4.22301 -0.51019
C -0.47826 -3.13641 0.25509
C 2.72618 -1.82219 0.34021
C 1.88117 -0.46440 4.97779
C 2.47763 1.13105 2.72466
C 3.04017 -0.51462 -1.62477
C 1.52170 -2.22290 1.19744
C 0.13046 1.64234 2.59185
C -1.60344 -3.16960 -0.63429
C 1.18559 0.95005 3.19409
C -2.85775 1.60035 1.37237
C 1.54302 2.40544 -3.44521
C 3.74288 0.72135 -3.59424
H 2.40707 3.41427 -5.10301
H 2.54098 0.29558 5.39926
H -4.58142 -3.47492 -3.06929
H 0.67739 3.05151 -3.38229
H 1.84195 3.37030 0.25285
H -5.70246 2.65164 -0.18691
H 1.40003 -1.01646 5.77871
H 3.97129 -1.06691 -1.77286
H 3.12481 -2.68546 -0.19796
H 1.65639 -3.21728 1.62829
H -2.19112 0.83828 -1.88646
H 3.71632 2.13759 1.30081
H 3.51354 -1.42837 0.98664
H -0.45535 3.06447 1.11095
H 2.46346 -1.15326 4.36193
H -4.71320 2.47683 2.05803
H -0.30310 -4.02662 0.86374
H -4.30606 -5.14308 -1.25089
H -2.95382 -1.64185 -3.34201
H 1.40162 -1.50555 2.01331
H 4.37192 1.90077 -5.25620
H -2.38058 -4.95135 0.27962
H -1.10262 1.31386 4.17663
H 3.30758 0.61454 3.18548
H -4.40820 1.87097 -2.15635
H -3.12022 1.66279 3.46870
H 4.60389 0.06299 -3.63105
*
```